The following is a quantum chemistry calculation of C26H45CeF3O2P2 as an isolated structure in a non-equilibrium geometry, from the OMol25 dataset.

As for the spin multiplicity: 2. The calculation puts the HOMO energy (alpha / beta) at -9.97 / -10.00 eV. The value obtained for the orbital gap (alpha / beta) is 0.2001 / 0.1964 hartree. For the total energy, the calculation gives -2625.3608 hartree. The maximum force comes out at 7.37 eV/A. The net charge is +1. Its expectation value of S² is 0.7617.

```
79
Properties=species:S:1:pos:R:3:forces:R:3
Ce -0.001386 -0.294001 -1.004687 -2.99 -0.90 6.68
C -2.088188 1.623947 0.189247 -0.02 -1.20 -0.59
C -2.494377 0.757342 -0.888308 0.73 -0.82 0.86
C -2.303455 -0.500213 1.059128 -0.01 0.19 -1.35
C -2.024290 0.857662 1.380879 0.02 -0.41 -1.00
C -2.580834 -0.587695 -0.342144 0.49 1.32 0.17
C -1.900977 3.093104 0.083038 0.03 0.67 0.12
H -1.531581 3.405452 -0.902527 -0.12 -0.10 0.09
H -1.176421 3.459021 0.823950 -0.22 -0.08 -0.16
H -2.843140 3.635270 0.260895 0.22 -0.09 -0.06
C -1.856898 1.399715 2.747137 0.37 0.07 0.72
H -1.329592 2.360322 2.748821 -0.08 -0.13 -0.01
H -1.284436 0.699126 3.365908 -0.22 0.29 -0.07
H -2.821794 1.563751 3.248179 0.11 -0.03 -0.21
C -2.453644 -1.636005 1.992462 0.17 -0.44 0.93
H -3.435897 -1.625643 2.487965 0.11 -0.01 -0.22
H -1.690231 -1.565885 2.776327 -0.52 -0.22 -0.25
H -2.338813 -2.614399 1.501517 -0.09 0.28 0.08
C -2.926623 -1.820749 -1.111417 -0.26 -0.35 -0.25
H -4.006300 -1.849764 -1.328053 0.27 -0.25 0.00
H -2.636917 -2.737929 -0.584339 -0.29 0.20 0.07
H -2.408349 -1.884208 -2.083284 -0.32 0.02 0.40
C -3.062688 1.200209 -2.186451 -0.17 0.25 -0.64
H -4.043672 1.683174 -2.048404 0.24 -0.12 -0.10
H -3.199903 0.360672 -2.878211 -0.17 0.15 0.21
H -2.416147 1.917790 -2.708320 -0.19 0.08 0.09
C 1.704977 0.427909 -2.508972 0.10 3.11 -3.02
C 0.584168 1.264508 -2.695582 3.28 0.98 -2.19
C -0.024249 1.485592 -4.064770 -0.41 -0.20 -0.11
C -0.947648 0.370231 -4.639755 -0.32 0.29 -0.05
C -1.055767 -0.860156 -3.784324 0.38 -1.39 -1.63
C 0.019781 -1.662328 -3.536868 -0.92 -0.15 -1.71
C 1.331982 -1.437952 -4.280139 -0.03 -0.05 0.12
C 2.280595 -0.393009 -3.656936 0.16 -0.12 0.38
H 0.795568 1.615664 -4.786520 -0.10 0.20 0.31
H -0.569277 0.101888 -5.647059 -0.18 -0.11 0.50
H -0.620350 2.403730 -4.031211 0.34 -0.09 -0.03
H 2.591889 0.281787 -4.467214 0.04 0.10 0.33
H 2.421827 0.770741 -1.753799 -0.40 -0.60 0.44
H 0.447003 2.102800 -1.984374 -0.13 -0.66 0.08
H 3.182564 -0.913244 -3.320088 -0.09 0.27 0.07
H 1.856697 -2.401690 -4.337330 -0.19 0.28 -0.02
H -0.142890 -2.700896 -3.209724 -0.10 0.70 0.23
H 1.131849 -1.139543 -5.328168 -0.17 -0.22 0.54
H -1.959446 0.773936 -4.801440 0.45 -0.11 0.11
H -2.079133 -1.276949 -3.753437 0.74 0.36 0.73
P 1.981654 2.479636 0.322233 -0.09 0.21 0.33
C 1.710024 3.188732 2.000332 -0.32 0.05 0.16
H 2.500679 3.926751 2.231174 -0.36 -0.31 -0.11
H 1.740764 2.392778 2.762007 -0.06 0.34 -0.38
H 0.722404 3.675854 2.054750 0.42 -0.10 0.02
C 3.648838 1.785389 0.614197 0.13 -0.17 -0.07
H 4.294151 2.535402 1.085594 -0.03 -0.14 -0.12
H 4.088766 1.478617 -0.339237 0.13 0.04 0.07
H 3.594837 0.901583 1.260491 -0.02 0.30 -0.22
C 2.396615 4.003180 -0.625479 -0.08 -0.03 -0.05
H 2.768434 3.706175 -1.617564 -0.01 0.19 0.23
H 3.150547 4.617468 -0.105889 -0.26 -0.20 -0.26
H 1.475065 4.587825 -0.772718 0.32 -0.08 0.06
P 0.963795 -3.090059 -0.399551 0.13 -0.44 -0.50
C -0.040715 -4.439976 -1.124647 -0.14 -0.26 -0.12
H 0.598244 -5.290661 -1.418747 -0.34 0.24 0.18
H -0.597518 -4.086761 -2.006984 0.19 -0.27 0.36
H -0.785972 -4.767775 -0.381089 0.29 0.05 -0.27
C 2.547977 -3.224504 -1.339904 0.10 0.02 0.01
H 2.408338 -2.955474 -2.402564 0.07 -0.25 0.51
H 2.938034 -4.258192 -1.259238 -0.11 0.54 -0.12
H 3.277640 -2.521255 -0.899917 -0.22 -0.32 -0.16
C 1.444742 -3.794728 1.199073 -0.04 0.02 0.45
H 1.796595 -4.828061 1.082349 -0.09 0.22 -0.05
H 0.578225 -3.782910 1.871284 0.19 -0.01 -0.07
H 2.245427 -3.203766 1.660246 -0.18 -0.09 -0.14
F 2.276109 -1.450192 4.284978 0.10 0.61 -1.18
C 2.412491 -0.668598 3.191885 0.39 0.30 0.06
F 2.713475 0.591328 3.643251 -0.12 -0.99 -0.39
F 3.484740 -1.117709 2.483341 -0.40 0.19 0.42
C 1.100825 -0.627109 2.303245 -0.48 -0.43 1.14
O 0.115015 -0.879962 2.978947 0.92 0.25 -0.86
O 1.186468 -0.338010 1.050354 0.43 -0.43 0.48
```
Forces are in eV/Å.

Charges in e, computed with Mulliken, in the same order as the atoms:
1 Ce -0.910
2 C 0.439
3 C 1.262
4 C 0.650
5 C 0.981
6 C 0.082
7 C -1.707
8 H 0.190
9 H 0.256
10 H 0.417
11 C -1.410
12 H 0.377
13 H 0.250
14 H 0.334
15 C -1.604
16 H 0.335
17 H 0.330
18 H 0.261
19 C -0.956
20 H 0.345
21 H 0.190
22 H 0.135
23 C -1.362
24 H 0.389
25 H 0.394
26 H 0.203
27 C 0.549
28 C 0.855
29 C -1.309
30 C -1.843
31 C -0.324
32 C 0.506
33 C -1.512
34 C -1.289
35 H 0.418
36 H 0.622
37 H 0.499
38 H 0.530
39 H -0.327
40 H 0.417
41 H 0.427
42 H 0.526
43 H 0.393
44 H 0.386
45 H 0.380
46 H 0.967
47 P 1.208
48 C -1.257
49 H 0.495
50 H 0.271
51 H 0.302
52 C -1.319
53 H 0.481
54 H 0.425
55 H 0.121
56 C -1.472
57 H 0.358
58 H 0.472
59 H 0.372
60 P 1.471
61 C -1.367
62 H 0.462
63 H 0.282
64 H 0.405
65 C -1.177
66 H 0.122
67 H 0.544
68 H 0.265
69 C -1.279
70 H 0.521
71 H 0.388
72 H 0.287
73 F -0.253
74 C 0.397
75 F -0.279
76 F -0.256
77 C 0.035
78 O -0.697
79 O -0.069